Molecular formula: C20H58BMnN3O9
Method: DFT, wB97M-V/def2-TZVPD

Computed properties:
HOMO level (spin up / spin down) = -0.3149 / -0.3149 Eh
Spin multiplicity = 6
⟨S²⟩ = 8.7553
Energy = -2813.896418 Ha

Positions of all 92 atoms, in Å:
Mn 12.34181 -8.73993 20.24104
C 15.49155 -11.57255 20.98845
C 15.00098 -10.60724 19.93342
O 13.70033 -10.19293 20.19716
H 14.93526 -12.51307 20.91145
H 15.30513 -11.21084 22.00433
H 16.55253 -11.83680 20.97832
H 15.12674 -11.05529 18.93124
H 15.65943 -9.72352 19.88829
B 12.37200 -7.46426 18.31804
H 12.77862 -8.57105 18.39985
H 11.40817 -7.32982 17.61528
H 12.08267 -6.97349 19.35411
H 13.22033 -6.77978 17.82834
C 8.43861 -0.07293 12.44020
O 8.14952 -1.21831 13.18951
C 6.83081 -1.66107 13.02467
C 6.46315 -2.79924 13.94626
N 6.70005 -4.10661 13.35870
C 8.13258 -4.44044 13.19362
C 8.98562 -4.63259 14.44268
O 8.59660 -5.79459 15.07695
C 9.40464 -6.10940 16.18042
H 8.71224 -0.31302 11.40735
H 9.28574 0.43177 12.90786
H 7.60965 0.64511 12.46665
H 6.62603 -1.90561 11.97274
H 6.12482 -0.84580 13.26006
H 5.39012 -2.71926 14.13279
H 6.95987 -2.70324 14.92254
H 6.32031 -4.86312 13.91373
H 8.53743 -3.93402 12.32125
H 8.05339 -5.48574 12.85041
H 8.95386 -3.73993 15.08582
H 9.99805 -4.60148 14.00071
H 10.39551 -6.46230 15.88008
H 8.97671 -6.95162 16.72822
H 9.48184 -5.29993 16.91618
C 11.69469 -10.47263 15.89864
C 12.47288 -11.11109 17.01453
O 11.85429 -10.93680 18.27010
O 10.39756 -11.06166 15.85765
H 12.25462 -10.68651 14.98289
H 11.59222 -9.40123 16.10073
H 13.48075 -10.67084 17.04119
H 12.63306 -12.15982 16.72198
H 12.57216 -11.10935 18.90741
H 9.98076 -10.79227 15.03487
C 12.83672 -2.61246 19.45670
C 12.55177 -4.06183 19.71974
O 11.93805 -4.29811 20.98002
O 11.66084 -1.82955 19.52899
H 13.37587 -2.50402 18.50987
H 13.57319 -2.26467 20.19412
H 13.39961 -4.74335 19.64821
H 11.88050 -4.43642 18.93172
H 11.04423 -3.94329 20.97025
H 11.46483 -1.48541 18.65457
C 13.14896 -8.98793 23.46913
C 12.80276 -7.56707 23.07647
C 13.34478 -6.49579 24.00265
O 14.75106 -6.62522 24.02676
C 15.38065 -5.46714 24.54143
N 13.20739 -7.29848 21.66048
H 12.77809 -9.72115 22.74696
H 12.67984 -9.25674 24.41476
H 14.23464 -9.06977 23.49365
H 11.71164 -7.44775 23.08713
H 12.93292 -6.61492 25.01319
H 13.03258 -5.51655 23.61434
H 15.48327 -4.70553 23.76028
H 16.37787 -5.72256 24.89056
H 14.78974 -5.05298 25.36282
H 14.22130 -7.27522 21.56288
H 12.88577 -6.33543 21.52580
C 16.10331 -7.49924 18.10740
C 16.14707 -7.00195 16.67151
C 17.40186 -7.38877 15.94416
O 18.46935 -6.52727 16.29908
C 19.68896 -6.83075 15.67235
N 14.98087 -7.38697 15.86994
H 16.34407 -8.56029 18.18595
H 15.12941 -7.28754 18.56100
H 16.81987 -6.96820 18.74486
H 16.07101 -5.91051 16.71255
H 17.25070 -7.32498 14.85932
H 17.71143 -8.42545 16.15548
H 19.56341 -7.55414 14.85754
H 20.40577 -7.25736 16.38017
H 20.09179 -5.91718 15.23123
H 14.83311 -8.39445 15.92542
H 14.13994 -7.02341 16.31287

Just the Löwdin charges please, in e? Sure, here they are: Mn 0.962; C -0.096; C -0.412; O -0.395; H 0.072; H 0.060; H 0.070; H 0.104; H 0.084; B -0.401; H -0.032; H -0.011; H -0.048; H -0.015; C -0.122; O -0.190; C -0.250; C -0.218; N -0.066; C -0.193; C -0.271; O -0.167; C -0.122; H 0.090; H 0.086; H 0.086; H 0.131; H 0.117; H 0.116; H 0.115; H 0.101; H 0.114; H 0.119; H 0.116; H 0.130; H 0.073; H 0.088; H 0.088; C -0.246; C -0.269; O -0.093; O -0.058; H 0.122; H 0.106; H 0.111; H 0.125; H 0.042; H 0.081; C -0.255; C -0.255; O -0.078; O -0.048; H 0.126; H 0.121; H 0.113; H 0.118; H 0.091; H 0.089; C -0.047; C -0.396; C -0.209; O -0.186; C -0.094; N 0.026; H 0.059; H 0.090; H 0.088; H 0.143; H 0.136; H 0.126; H 0.091; H 0.089; H 0.089; H 0.116; H 0.066; C -0.060; C -0.431; C -0.222; O -0.188; C -0.120; N 0.041; H 0.066; H 0.042; H 0.083; H 0.143; H 0.123; H 0.129; H 0.083; H 0.084; H 0.085; H 0.071; H 0.024

=====

Molecular formula: C16H48O16
Method: DFT, wB97M-V/def2-TZVPD

Computed properties:
HOMO level = -0.3519 Eh
Energy = -1841.743847 Ha

Positions of all 80 atoms, in Å:
O -0.44799 1.33759 3.85946
C -0.61799 0.73259 5.15046
C -2.16099 0.58259 5.28646
O -2.40299 -0.19541 6.45346
H 0.10001 2.20859 3.82346
H -0.00899 -0.19541 5.27346
H -0.12799 1.38659 5.99246
H -2.45999 0.23859 4.41046
H -2.77799 1.49959 5.34346
H -3.10799 0.06359 6.98546
O 0.16201 -0.01541 1.62046
C -0.26599 -0.06841 0.34446
C 0.92701 -0.28341 -0.60354
O 0.52801 -0.47341 -1.97954
H -0.49099 0.22759 2.35246
H -1.16899 -0.86441 0.52546
H -0.88799 0.79759 0.14646
H 1.30701 -1.26341 -0.24454
H 1.45101 0.48259 -0.82454
H -0.15199 -1.25941 -1.99654
O -6.88899 -1.60641 3.22246
C -5.78599 -1.82841 2.30946
C -4.57999 -0.83641 2.57346
O -3.44499 -1.42741 1.98446
H -7.05399 -0.79341 3.72746
H -5.72599 -2.91241 2.48246
H -6.16699 -1.76841 1.24946
H -4.42599 -0.61641 3.51846
H -4.70699 0.30759 2.34946
H -2.98599 -1.74641 2.72946
O 1.62601 -2.13441 2.70846
C 0.75901 -3.17141 2.69446
C 1.25401 -4.32041 3.55346
O 0.23601 -5.24641 3.76046
H 1.26101 -1.43241 2.32746
H -0.07399 -2.67541 3.10346
H 0.54901 -3.47841 1.73746
H 1.74001 -3.91341 4.51746
H 2.25001 -4.68341 3.06846
H 0.07601 -5.37441 2.87246
O 2.08601 4.28159 0.60246
C 1.09801 3.74059 -0.22654
C -0.11599 3.83759 0.61346
O -1.25199 3.35859 -0.17154
H 1.94701 5.20559 0.32046
H 0.88401 4.40759 -0.97454
H 1.49101 2.78659 -0.45654
H -0.29399 4.79559 0.94546
H 0.07401 3.40259 1.46346
H -0.94199 2.91859 -0.91754
O 4.81501 -1.70341 -3.01754
C 5.52001 -0.53341 -2.75254
C 5.38601 -0.20741 -1.23854
O 6.11501 1.01559 -0.97554
H 5.03701 -1.84141 -3.94554
H 6.50201 -0.50841 -3.02154
H 4.76601 0.25459 -3.17354
H 5.74801 -0.98841 -0.64454
H 4.30101 0.05459 -1.02454
H 5.65601 1.69459 -0.68854
O -1.42699 -2.22941 -3.07554
C -2.17499 -1.32141 -3.93554
C -1.35799 -0.83941 -5.04854
O -2.04699 -0.04741 -5.97154
H -1.73299 -3.02641 -3.21554
H -2.97199 -1.91541 -4.09254
H -2.56499 -0.64341 -3.43554
H -1.01599 -1.73041 -5.73854
H -0.43099 -0.43841 -4.69854
H -1.44999 0.12659 -6.72054
O 0.40301 2.27559 -2.84654
C 0.70901 2.40459 -4.19254
C 1.95101 1.61959 -4.50554
O 2.07701 1.84059 -5.99054
H 0.33201 1.31459 -2.60954
H -0.20399 2.30559 -4.71654
H 1.02501 3.52459 -4.14554
H 1.94701 0.60759 -4.23254
H 2.68701 2.10759 -3.91754
H 2.11701 2.81259 -6.03654

Just the Löwdin charges please, in e? Sure, here they are: O -0.135; C -0.193; C -0.217; O -0.033; H 0.157; H 0.127; H 0.148; H 0.034; H 0.140; H 0.051; O -0.115; C -0.264; C -0.155; O -0.125; H 0.109; H 0.164; H 0.100; H 0.142; H 0.037; H 0.117; O -0.118; C -0.180; C -0.232; O -0.047; H 0.084; H 0.120; H 0.121; H 0.033; H 0.161; H 0.057; O -0.008; C -0.297; C -0.265; O -0.011; H -0.032; H 0.110; H 0.099; H 0.145; H 0.145; H 0.038; O -0.049; C -0.260; C -0.190; O -0.030; H 0.103; H 0.104; H 0.110; H 0.107; H 0.056; H 0.007; O -0.065; C -0.252; C -0.183; O -0.027; H 0.090; H 0.089; H 0.141; H 0.096; H 0.133; H -0.011; O -0.004; C -0.162; C -0.248; O -0.052; H 0.005; H 0.107; H 0.056; H 0.160; H 0.098; H 0.105; O -0.104; C -0.278; C -0.176; O -0.089; H 0.066; H 0.107; H 0.157; H 0.095; H 0.105; H 0.075

=====

Molecular formula: C12H15BBrF3NO6
Method: DFT, wB97M-V/def2-TZVPD

Computed properties:
HOMO level = -0.1396 Eh
Net charge = -1
Energy = -3871.011434 Ha

Positions of all 39 atoms, in Å:
N 0.06334 3.52677 -0.80707
B 1.27227 3.19879 -0.06435
O 2.24471 4.16034 0.04492
C 1.46294 1.75583 0.55658
C 2.65041 1.13994 0.64959
C 3.97251 1.63909 0.18116
C 4.85584 2.15974 1.31084
O 5.56184 3.29621 0.84083
C 2.68740 -0.20688 1.30793
O 3.64708 -0.56102 1.97038
C 1.45841 -1.02366 1.12700
Br 1.69865 -2.89471 1.06183
C 0.27524 -0.43552 1.03184
C 0.24094 1.05095 1.06273
O -0.73590 1.66863 1.45775
H -0.60516 4.03333 -0.24398
H -0.38638 2.69540 -1.15983
H 2.27475 4.60348 -0.80580
H 3.90697 2.37497 -0.60581
H 4.49307 0.78307 -0.23981
H 5.57652 1.38705 1.56368
H 4.28568 2.36540 2.21430
H 6.24347 3.52009 1.47153
H -0.63343 -1.00349 0.94246
C -4.43689 -1.19511 -1.84679
C -4.85592 -2.65626 -1.98183
O -3.82858 -3.59936 -1.82320
C -3.43705 -3.97712 -0.45017
O -4.42008 -4.26283 0.33736
C -2.49103 -2.90601 0.17930
F -1.62461 -2.34401 -0.72660
F -1.69040 -3.47189 1.11014
F -3.08983 -1.87247 0.79748
H -3.47779 -1.02163 -2.33687
H -5.19081 -0.54684 -2.30504
H -4.34686 -0.89432 -0.80618
H -5.20792 -2.80258 -3.00977
H -5.70268 -2.88605 -1.32664
H -2.71071 -4.79731 -0.67989

Just the Löwdin charges please, in e? Sure, here they are: N 0.164; B -0.553; O 0.153; C 0.039; C -0.097; C -0.106; C -0.243; O -0.060; C -0.367; O 0.101; C -0.579; Br 0.832; C 0.004; C -0.322; O 0.115; H 0.084; H 0.071; H 0.105; H 0.116; H 0.127; H 0.112; H 0.125; H 0.077; H 0.098; C -0.093; C -0.303; O -0.126; C -0.546; O -0.159; C -0.546; F 0.065; F 0.078; F 0.106; H 0.068; H 0.062; H 0.054; H 0.101; H 0.106; H 0.135

=====

Molecular formula: C44H70Br8O27
Method: DFT, wB97M-V/def2-TZVPD

Computed properties:
HOMO level (spin up / spin down) = -0.0521 / -0.2564 Eh
Net charge = -1
Spin multiplicity = 2
⟨S²⟩ = 0.7552
Energy = -24342.222974 Ha

Positions of all 149 atoms, in Å:
Br 7.70971 3.54408 7.66989
C 8.42127 3.28102 9.49230
C 7.67982 2.21925 10.31569
Br 8.10312 2.46941 12.23688
H 8.26514 4.30893 9.81958
H 9.47993 3.03036 9.42506
H 7.92329 1.24719 9.88682
H 6.59787 2.30092 10.21167
Br 15.31595 -4.61517 13.43098
C 14.23401 -3.51344 12.17593
C 14.34917 -4.10283 10.77722
Br 13.18733 -2.93156 9.67691
H 14.58737 -2.48331 12.22168
H 13.23199 -3.58350 12.59918
H 13.90734 -5.09570 10.69310
H 15.37489 -4.23868 10.43435
Br 14.78242 -9.83497 13.03342
C 14.26298 -8.09915 13.92543
C 13.11423 -7.53341 13.13177
Br 12.21862 -5.96613 14.02935
H 15.16629 -7.51926 14.11474
H 13.89390 -8.41576 14.90095
H 12.36498 -8.28159 12.87302
H 13.59132 -7.18260 12.21667
Br 4.94148 -2.52257 12.26599
C 5.72507 -0.67845 12.15001
C 4.59770 0.26076 12.06187
Br 3.46238 0.08299 13.70244
H 6.31326 -0.62404 11.23394
H 6.41659 -0.50363 12.97422
H 3.97628 0.08782 11.18322
H 4.94111 1.25936 11.79172
C 8.18452 -1.57207 7.11798
C 8.92140 -0.25495 7.22524
C 10.21708 -0.22064 7.95616
O 11.19983 0.06694 6.99766
C 10.63427 0.23639 5.80869
O 11.27860 0.39341 4.74282
O 9.32644 0.09123 5.93376
H 7.14200 -1.43287 6.83184
H 8.14316 -1.97057 8.13168
H 8.73046 -2.26312 6.47571
H 8.31731 0.52731 7.68488
H 10.39927 -1.20275 8.39245
H 10.10603 0.57152 8.69661
C 8.34044 -4.73011 13.42869
C 8.54331 -3.19543 13.36762
C 9.95835 -2.64933 13.63330
O 10.14931 -1.58860 12.73908
C 9.16328 -1.63882 11.79788
O 9.08515 -0.88253 10.84962
O 8.36138 -2.62701 12.06344
H 8.50957 -5.08604 14.44496
H 9.03155 -5.21943 12.74238
H 7.31723 -5.02314 13.19355
H 7.86255 -2.67487 14.04119
H 10.72091 -3.42807 13.64695
H 9.99610 -2.31706 14.67073
C 3.94450 -5.79278 11.42025
C 3.02219 -5.89291 12.59380
C 3.57025 -6.25239 13.91221
O 2.86341 -5.48909 14.90037
C 2.29305 -4.51868 14.22110
O 1.62306 -3.64967 14.74333
O 2.34355 -4.72115 12.92108
H 4.17614 -6.79038 11.04711
H 4.84217 -5.23821 11.69364
H 3.56956 -5.19001 10.59309
H 2.23939 -6.61071 12.34866
H 4.64409 -6.11078 13.79010
H 3.43719 -7.32808 14.02754
C 11.83602 1.34408 14.49511
C 12.46687 0.84180 13.23590
C 11.75974 1.03220 11.87001
O 12.52241 1.93014 11.14597
C 13.68052 2.17758 11.85085
O 14.59672 2.87253 11.45264
O 13.64589 1.63053 13.07162
H 10.94745 0.79076 14.79906
H 11.42102 2.32278 14.25425
H 12.51351 1.50008 15.33461
H 12.70818 -0.19924 13.45062
H 10.77459 1.49605 11.91913
H 11.82933 0.07822 11.34734
C 5.69124 -4.28823 16.25404
C 4.98839 -4.57706 17.55591
C 5.55213 -5.57606 18.52491
O 5.85602 -4.88274 19.66911
C 5.76571 -3.56007 19.46513
O 6.02145 -2.62997 20.26234
O 5.20499 -3.39471 18.27269
H 5.67320 -5.16516 15.60692
H 6.73746 -4.01591 16.39325
H 5.26295 -3.48130 15.65946
H 3.91521 -4.67694 17.39338
H 6.48581 -5.99541 18.15007
H 4.94828 -6.47219 18.66778
C 7.03383 -11.88565 11.25136
C 6.27456 -10.63022 11.60371
C 6.26394 -10.18416 13.03459
O 6.30601 -8.78107 13.00437
C 6.76682 -8.37555 11.76323
O 7.11676 -7.21174 11.51956
O 6.89651 -9.45008 10.97777
H 7.84702 -12.07708 11.95149
H 7.30774 -11.95371 10.19855
H 6.37500 -12.73295 11.44146
H 5.25455 -10.73788 11.23481
H 6.99661 -10.68889 13.66430
H 5.23032 -10.27301 13.36903
C 10.78360 -5.70414 10.63325
C 10.13582 -6.14302 9.30767
C 10.94100 -5.89983 8.01211
O 10.89536 -7.18673 7.39585
C 10.26026 -8.07531 8.17749
O 10.09306 -9.25624 7.90659
O 9.95870 -7.52979 9.32759
H 11.86585 -5.82972 10.60069
H 10.50083 -6.21702 11.55255
H 10.56631 -4.63907 10.71388
H 9.15705 -5.68032 9.18115
H 11.97292 -5.57542 8.14629
H 10.35054 -5.30000 7.31953
C 9.72608 -7.18037 16.47932
C 8.75706 -8.09341 15.67905
C 8.59351 -9.48621 16.20564
O 7.22401 -9.46642 16.56047
C 6.63834 -8.30177 16.25601
O 5.42801 -8.04733 16.47196
O 7.54343 -7.47931 15.68414
H 9.41217 -6.88785 17.48131
H 9.85317 -6.34772 15.78749
H 10.75674 -7.45442 16.70458
H 9.15772 -8.15287 14.66710
H 9.30611 -9.57489 17.02567
H 8.82510 -10.22654 15.43989
C 13.11747 -2.33836 15.55125
C 14.45744 -1.56366 15.90156
C 15.64590 -2.46345 16.12355
O 16.56464 -1.95512 15.18672
C 16.10348 -0.87702 14.54391
O 16.66204 -0.17246 13.69726
O 14.79169 -0.77990 14.76864
H 13.18743 -3.23446 14.93464
H 12.48860 -1.65609 14.97928
H 12.53946 -2.58425 16.44207
H 14.36085 -0.84017 16.71108
H 15.45894 -3.52482 15.96030
H 15.86061 -2.40627 17.19067

Löwdin population analysis, charges in e, atoms 1 to 99: Br 0.623; C -0.666; C -0.645; Br 0.665; H 0.031; H 0.056; H 0.033; H 0.042; Br 0.710; C -0.647; C -0.625; Br 0.636; H 0.054; H -0.002; H 0.027; H 0.069; Br 0.401; C -0.701; C -0.752; Br 0.430; H 0.012; H 0.027; H 0.027; H 0.014; Br 0.692; C -0.649; C -0.679; Br 0.586; H 0.054; H 0.061; H 0.060; H 0.052; C 0.005; C -0.351; C -0.115; O 0.099; C -0.525; O 0.091; O 0.093; H 0.088; H 0.079; H 0.098; H 0.107; H 0.125; H 0.122; C 0.008; C -0.261; C -0.125; O 0.058; C -0.558; O 0.097; O 0.067; H 0.068; H 0.057; H 0.064; H 0.137; H 0.066; H 0.127; C -0.029; C -0.372; C -0.100; O 0.111; C -0.610; O 0.129; O 0.091; H 0.090; H 0.025; H 0.092; H 0.154; H 0.123; H 0.142; C -0.022; C -0.306; C -0.125; O 0.055; C -0.510; O 0.132; O 0.090; H 0.084; H 0.086; H 0.093; H 0.115; H 0.076; H 0.120; C -0.010; C -0.296; C -0.129; O 0.090; C -0.503; O 0.092; O 0.080; H 0.063; H 0.094; H 0.084; H 0.158; H 0.124; H 0.137; C -0.012; C -0.286

=====

The highest energy belongs to which entry? C16H48O16

=====

Which formula does entry 1 have? C20H58BMnN3O9